(1)
This record from the Open Molecules 2025 dataset describes a molecular structure, C41H59BrN6O2SSi2Ti. The level of theory is the ωB97M-V functional and the def2-TZVPD basis.

Element x y z (Å)
Ti: 0.2212 -0.3416 -0.0191
O: -1.2090 -3.7984 -2.5231
C: -0.8904 -4.6936 -1.5570
C: -0.6983 -6.0147 -1.9427
C: -0.3757 -6.9728 -0.9958
C: -0.2341 -6.6307 0.3422
C: -0.4234 -5.3110 0.7201
C: -0.7559 -4.3373 -0.2124
C: -0.9674 -2.9168 0.2322
O: -0.2080 -2.0260 -0.5377
N: -2.3608 -2.5293 0.0852
N: -2.6213 -1.2933 -0.3415
C: -3.7850 -0.8058 -0.1567
C: -4.2044 0.4500 -0.7631
Br: -3.4280 0.8696 -2.4404
C: -5.1239 1.2682 -0.2453
C: -5.6545 1.1665 1.1234
C: -6.9712 1.5499 1.3850
C: -7.4830 1.4923 2.6705
C: -6.6824 1.0615 3.7203
C: -5.3660 0.6980 3.4765
C: -4.8528 0.7556 2.1901
H: -1.1652 -2.8959 -2.1647
H: -0.8020 -6.2683 -2.9888
H: -0.2285 -7.9981 -1.3097
H: 0.0214 -7.3804 1.0779
H: -0.3157 -5.0150 1.7578
H: -0.6790 -2.8365 1.2888
H: -3.0234 -2.9979 0.6952
H: -4.5392 -1.3318 0.4337
H: -5.4780 2.0979 -0.8459
H: -7.5960 1.8895 0.5680
H: -8.5081 1.7851 2.8547
H: -7.0814 1.0176 4.7251
H: -4.7289 0.3760 4.2901
H: -3.8141 0.5021 2.0143
C: -0.3990 1.3697 4.0387
C: -0.8488 1.2933 2.6158
N: -0.3415 0.4663 1.7752
N: 0.5585 -0.5244 2.1095
C: 0.1418 -1.4485 3.0392
N: 1.1282 -2.2534 3.4757
S: -1.4216 -1.6552 3.6237
C: -1.8589 2.2674 2.1345
C: -2.4717 3.1378 3.0313
C: -3.3940 4.0507 2.5445
C: -3.6442 4.0813 1.1863
C: -2.9868 3.1644 0.3730
N: -2.1394 2.2578 0.8325
H: -1.1440 0.9574 4.7189
H: 0.5220 0.8079 4.1728
H: -0.2197 2.4145 4.2959
H: 2.0530 -2.1936 3.0859
H: 0.8716 -3.0386 4.0481
H: -2.2431 3.1034 4.0858
H: -3.9007 4.7286 3.2179
H: -4.3444 4.7837 0.7558
H: -3.1583 3.1519 -0.6960
C: -1.7164 4.8210 -2.4650
Si: 0.0354 4.2044 -2.2567
C: 0.9382 5.2458 -0.9936
C: 0.9233 4.2298 -3.9013
C: 0.0214 2.4710 -1.6345
C: 0.0385 1.3315 -1.1961
H: -1.7056 5.8284 -2.8876
H: -2.2344 4.8662 -1.5058
H: -2.2889 4.1777 -3.1344
H: 0.8997 6.3027 -1.2663
H: 1.9851 4.9504 -0.9191
H: 0.4875 5.1328 -0.0061
H: 0.9662 5.2453 -4.3011
H: 0.4115 3.6002 -4.6304
H: 1.9457 3.8639 -3.7993
C: 2.2681 -2.7302 -2.6789
C: 2.7137 -1.2618 -2.6022
C: 4.0908 -1.1819 -3.2837
C: 1.7168 -0.4636 -3.4550
Si: 2.7684 -0.5925 -0.7728
C: 3.5659 -1.9475 0.3795
C: 4.8795 -2.5238 -0.1731
C: 2.6056 -3.1316 0.5669
C: 3.8704 -1.3775 1.7740
C: 3.7772 1.0729 -0.6389
C: 3.6000 1.9920 -1.8546
C: 5.2938 0.8520 -0.5126
C: 3.2929 1.8646 0.5881
H: 2.1477 -3.0038 -3.7325
H: 1.3127 -2.9082 -2.1863
H: 3.0034 -3.4125 -2.2555
H: 3.9985 -1.5597 -4.3082
H: 4.8372 -1.7958 -2.7795
H: 4.4807 -0.1690 -3.3503
H: 1.7131 -0.8740 -4.4711
H: 1.9628 0.5948 -3.5198
H: 0.6937 -0.5304 -3.0778
H: 4.7244 -3.1038 -1.0805
H: 5.3093 -3.2040 0.5718
H: 5.6263 -1.7596 -0.3841
H: 2.3943 -3.6589 -0.3606
H: 1.6454 -2.8288 0.9790
H: 3.0565 -3.8550 1.2583
H: 4.7315 -0.7129 1.7781
H: 4.1158 -2.2038 2.4547
H: 3.0312 -0.8173 2.1885
H: 4.0797 1.6000 -2.7505
H: 4.0795 2.9529 -1.6331
H: 2.5590 2.1783 -2.0789
H: 5.7014 0.2969 -1.3578
H: 5.5838 0.3355 0.3998
H: 5.7896 1.8292 -0.4982
H: 2.2373 2.1370 0.4943
H: 3.8622 2.7984 0.6646
H: 3.4261 1.3254 1.5237

multiplicity = 1
relative energy (zero: lowest compared OMol25 entry of this formula, charge and spin) = 7.6 kcal per mole
E_LUMO = -0.548 eV
HOMO-LUMO gap = 0.2687 hartree
HOMO level = -7.9 eV
total charge = 0
E = -6477.37441 hartree

---

(2)
This record from the Open Molecules 2025 dataset describes a molecular structure, C41H59N3O5Si4Ti. The level of theory is the ωB97M-V functional and the def2-TZVPD basis.

Element x y z (Å)
Ti: 0.4376 -0.4047 0.5593
O: -3.7118 0.0011 -2.8685
C: -2.6353 -0.0822 -3.6702
C: -2.8456 -0.1898 -5.0461
C: -1.7740 -0.2632 -5.9188
C: -0.4690 -0.2318 -5.4402
C: -0.2554 -0.1304 -4.0754
C: -1.3160 -0.0595 -3.1766
C: -1.0340 0.0032 -1.7279
O: 0.1737 -0.0391 -1.2858
N: -2.0482 -0.0209 -0.9057
N: -1.6030 -0.2055 0.3861
C: -2.5609 -0.3882 1.2813
C: -2.3150 -0.7019 2.6476
C: -3.3845 -0.8035 3.5581
C: -3.1893 -1.1791 4.8704
C: -1.8981 -1.4795 5.3177
C: -0.8268 -1.3858 4.4467
C: -1.0124 -0.9796 3.1246
O: 0.0251 -0.8883 2.3133
H: -3.3622 -0.0144 -1.9278
H: -3.8681 -0.2183 -5.4016
H: -1.9601 -0.3498 -6.9837
H: 0.3722 -0.2916 -6.1192
H: 0.7482 -0.0998 -3.6742
H: -3.5914 -0.2886 0.9434
H: -4.3845 -0.5828 3.1986
H: -4.0327 -1.2471 5.5465
H: -1.7319 -1.7889 6.3426
H: 0.1800 -1.6159 4.7695
C: -1.5192 3.5884 -1.7684
O: -0.4904 3.0224 -1.0129
Si: -0.4055 3.0419 0.6672
C: -2.1813 2.8461 1.2699
C: -0.0874 4.8558 1.1782
C: 0.9744 1.8864 1.0569
Si: 1.4673 2.0106 2.8419
C: 2.4049 0.5717 3.6041
C: 2.5740 3.4942 3.3301
C: -0.0334 2.2637 3.9664
Si: 2.3993 2.3999 -0.0540
C: 2.4941 1.7296 -1.8092
C: 4.1000 2.0502 0.7020
C: 2.5127 4.2683 -0.4063
H: -1.5291 4.6844 -1.6903
H: -2.5022 3.2124 -1.4673
H: -1.3691 3.3206 -2.8170
H: -2.6134 3.8478 1.3483
H: -2.2631 2.3690 2.2426
H: -2.7844 2.2731 0.5731
H: -0.1853 5.5144 0.3110
H: 0.9003 5.0244 1.5962
H: -0.8219 5.1748 1.9198
H: 3.3332 0.3487 3.0803
H: 1.8075 -0.3348 3.6200
H: 2.6508 0.8530 4.6331
H: 3.6232 3.2037 3.3562
H: 2.2953 3.8158 4.3373
H: 2.4909 4.3568 2.6728
H: -0.8085 1.5051 3.8420
H: -0.4891 3.2433 3.8094
H: 0.3109 2.2182 5.0035
H: 3.4243 2.1186 -2.2381
H: 2.4975 0.6467 -1.8788
H: 1.6519 2.0939 -2.3975
H: 4.1445 1.1494 1.3080
H: 4.4161 2.8950 1.3126
H: 4.8292 1.9284 -0.1000
H: 1.6100 4.6615 -0.8687
H: 3.3403 4.4121 -1.1068
H: 2.7275 4.8574 0.4855
C: 2.8141 -2.4746 2.2194
C: 3.1928 -1.6187 1.0503
O: 2.2887 -0.7916 0.5744
C: 4.4732 -1.7168 0.4540
C: 5.4844 -2.5394 1.0159
C: 6.7302 -2.6419 0.4289
C: 7.0304 -1.9472 -0.7406
C: 6.0406 -1.1464 -1.3172
C: 4.7955 -1.0322 -0.7428
H: 1.7564 -2.3495 2.4432
H: 3.3921 -2.2082 3.1127
H: 3.0011 -3.5287 1.9966
H: 5.2766 -3.1023 1.9145
H: 7.4804 -3.2773 0.8865
H: 8.0093 -2.0305 -1.1961
H: 6.2490 -0.6103 -2.2362
H: 4.0340 -0.4256 -1.2043
C: -1.4121 -4.0799 1.9760
Si: -1.0701 -3.7451 0.1426
C: -0.8173 -5.4578 -0.6556
C: -2.7162 -3.2129 -0.6080
N: 0.2402 -2.6867 -0.1560
C: 1.3857 -3.2206 -0.7104
C: 2.0458 -2.5895 -1.7839
C: 3.2017 -3.1019 -2.3421
C: 3.7771 -4.2740 -1.8615
C: 3.1591 -4.9100 -0.7935
C: 2.0042 -4.3929 -0.2292
H: -1.7068 -5.1233 2.1191
H: -2.2070 -3.4497 2.3806
H: -0.5183 -3.8916 2.5744
H: -1.7962 -5.8617 -0.9251
H: -0.3342 -6.1697 0.0151
H: -0.2102 -5.4041 -1.5598
H: -3.3872 -4.0764 -0.5855
H: -2.5901 -2.9069 -1.6483
H: -3.2030 -2.3994 -0.0783
H: 1.6217 -1.6691 -2.1619
H: 3.6747 -2.5639 -3.1563
H: 4.6889 -4.6659 -2.2937
H: 3.5931 -5.8133 -0.3753
H: 1.5690 -4.8845 0.6349

multiplicity = 3
relative energy (zero: lowest compared OMol25 entry of this formula, charge and spin) = 0.0 kcal per mole
E_LUMO (spin up / spin down) = 4.440 / 4.431 eV
HOMO-LUMO gap (spin up / spin down) = 0.1759 / 0.2343 hartree
HOMO level (spin up / spin down) = -0.3 / -1.9 eV
total charge = -2
E = -4146.00536 hartree

---

- Among the records above, which one has the highest total charge?
  C41H59BrN6O2SSi2Ti